Entry from the OMol25 dataset: C21H21HgN6OP as an isolated structure (ωB97M-V/def2-TZVPD).

XYZ file:
```
51
Properties=species:S:1:pos:R:3:forces:R:3
Hg -0.0339 -0.4751 -0.7841 0.05 0.17 0.35
C 4.5761 -0.0284 0.0590 0.04 -0.01 0.10
C 3.3317 -0.3081 -0.4828 0.00 -0.04 0.08
N 2.2560 -0.3923 0.2907 0.02 0.08 -0.31
C 2.3890 -0.2043 1.5993 -0.10 -0.02 0.00
C 3.6577 0.0176 2.1309 0.09 0.00 -0.01
N 4.7387 0.1137 1.3693 -0.03 0.01 -0.04
C 1.1390 -0.2044 2.4184 0.09 0.00 -0.03
C 1.1767 -0.0379 3.7945 0.01 0.00 0.05
C -0.0039 -0.0220 4.5303 0.02 0.02 0.03
C -1.1873 -0.1203 3.8054 -0.02 0.02 0.06
C -1.1452 -0.2555 2.4274 -0.07 -0.02 -0.05
N -0.0033 -0.3322 1.7524 0.01 0.05 0.14
C -2.3968 -0.3185 1.6195 0.09 0.00 0.00
C -3.6316 0.1184 2.0944 -0.08 -0.02 0.00
N -4.7332 0.0583 1.3592 0.02 0.01 -0.04
C -4.6174 -0.4313 0.1291 -0.04 0.04 0.09
C -3.3906 -0.8381 -0.3706 0.02 -0.05 0.10
N -2.2952 -0.7829 0.3794 -0.07 0.03 -0.31
C 0.0000 0.0804 6.0181 -0.01 -0.02 -0.08
C -1.1824 0.1390 6.7480 -0.06 0.00 0.01
C -1.1293 0.1780 8.1326 0.08 0.00 0.05
N 0.0046 0.1697 8.8275 0.00 0.01 -0.08
C 1.1362 0.1306 8.1303 -0.07 0.01 0.05
C 1.1852 0.0867 6.7456 0.06 -0.02 0.02
H 5.4534 0.0796 -0.5660 -0.01 -0.04 -0.01
H 3.1975 -0.4677 -1.5453 -0.01 0.01 0.01
H 3.8243 0.1241 3.1943 -0.04 0.03 0.00
H 2.1250 0.0801 4.2912 0.00 -0.03 0.00
H -2.1410 -0.1038 4.3080 0.01 -0.04 -0.01
H -3.7418 0.5466 3.0824 0.03 -0.01 0.01
H -5.5176 -0.4863 -0.4698 0.01 -0.02 -0.01
H -3.2837 -1.2144 -1.3803 0.00 -0.01 0.00
H -2.1529 0.1526 6.2734 0.01 -0.01 0.01
H -2.0446 0.2106 8.7120 0.00 0.02 -0.02
H 2.0536 0.1255 8.7074 0.00 0.01 -0.01
H 2.1546 0.0475 6.2706 -0.01 -0.02 0.01
C -2.3972 2.8227 -1.6506 -0.02 -0.06 0.04
P -0.6517 2.9492 -1.2404 0.02 0.06 0.05
C 0.2404 2.6980 -2.7816 0.05 -0.06 0.05
C -0.3456 4.6540 -0.7811 0.01 0.00 0.08
O -0.2468 1.9847 -0.1531 -0.01 -0.19 -0.31
H -2.7277 3.6619 -2.2625 0.00 -0.02 -0.01
H -2.9687 2.8010 -0.7219 -0.03 0.04 -0.02
H -2.5738 1.8925 -2.1930 -0.02 0.00 0.01
H -0.1206 3.3648 -3.5650 0.01 0.01 0.01
H 0.1163 1.6628 -3.1045 -0.02 0.02 -0.03
H 1.3008 2.8840 -2.6072 0.00 0.01 -0.03
H -0.6695 5.3352 -1.5680 0.01 0.00 0.01
H 0.7235 4.7804 -0.6096 -0.01 0.03 0.01
H -0.8776 4.8832 0.1422 -0.01 0.01 -0.01
```
Positions in Å, forces in eV/Å.

**Electronic energy**: -46564.8535 eV
**Total charge**: +1
**Maximum force**: 0.394 eV/A
**Multiplicity**: 2
**ΔE to the lowest compared entry with this formula, charge and spin**: 0.0 kcal/mol
**Orbital gap (spin up / spin down)**: 7.2 / 7.6 eV
**<S²>**: 0.75

Results of the natural (NBO) charge analysis, in e, for atoms 1 through 8: 0.868 0.009 0.013 -0.455 0.117 0.026 -0.337 0.271